Record 1
{
  "formula": "C22H21F4SSi",
  "method": "ωB97M-V with the def2-TZVPD basis set",
  "symbols": ["F", "C", "C", "C", "F", "C", "C", "C", "C", "C", "C", "C", "C", "F", "C", "C", "F", "C", "C", "H", "H", "H", "H", "H", "H", "H", "H", "H", "C", "Si", "C", "C", "C", "C", "C", "C", "S", "H", "H", "H", "H", "H", "H", "H", "H", "H", "H", "H", "H"],
  "xyz": [[1.8610, -6.0690, -1.0615], [2.2861, -4.7810, -0.8228], [3.5468, -4.5958, -0.2549], [3.9413, -3.2738, -0.0436], [5.1781, -3.0462, 0.5195], [3.1453, -2.1833, -0.3558], [1.8550, -2.3975, -0.9059], [0.9931, -1.2828, -1.1859], [-0.0909, -1.4018, -2.0592], [-0.9160, -0.3476, -2.4336], [-2.1244, -0.5120, -3.1774], [-2.8219, 0.6292, -3.6648], [-4.0242, 0.4617, -4.3291], [-4.7022, 1.5796, -4.7605], [-4.5969, -0.7904, -4.5748], [-3.8770, -1.8981, -4.1237], [-4.4034, -3.1497, -4.3551], [-2.6704, -1.8015, -3.4436], [1.4358, -3.7354, -1.1541], [4.1822, -5.4348, 0.0104], [3.4985, -1.1634, -0.2043], [1.3249, -0.2793, -0.9006], [-0.2736, -2.3808, -2.5192], [-0.5974, 0.6760, -2.2068], [-2.4018, 1.6187, -3.4923], [-5.5467, -0.8948, -5.0907], [-2.1632, -2.7009, -3.0965], [0.4668, -3.9464, -1.6071], [1.5873, 4.0665, 4.1085], [0.0793, 3.3906, 3.2158], [-1.3540, 3.3425, 4.4227], [-0.3309, 4.4777, 1.7481], [0.4080, 1.6827, 2.5107], [1.5448, 0.9099, 2.7362], [1.5350, -0.3701, 2.0944], [0.4021, -0.5780, 1.3229], [-0.6482, 0.7671, 1.4274], [1.3882, 5.0962, 4.4448], [1.8401, 3.4686, 4.9963], [2.4687, 4.0925, 3.4518], [-1.5798, 4.3559, 4.7903], [-2.2589, 2.9390, 3.9470], [-1.1135, 2.7112, 5.2899], [-0.5042, 5.5140, 2.0748], [0.5047, 4.4704, 1.0343], [-1.2294, 4.1180, 1.2272], [2.3616, 1.2470, 3.3730], [2.3368, -1.0919, 2.1934], [0.0574, -1.5088, 0.8846]],
  "forces_ev_per_angstrom": [[0.54, 1.58, 0.30], [-0.44, -0.93, -0.25], [-0.36, 0.48, -0.12], [1.02, 0.17, 0.44], [-1.53, -0.28, -0.75], [-0.41, 0.09, -0.11], [0.60, -1.07, 0.43], [0.45, 0.55, -1.78], [-0.22, -0.14, 0.03], [0.71, -0.16, 0.02], [-1.06, -0.19, -0.89], [0.34, -0.29, 0.41], [-0.70, 0.82, -0.42], [0.88, -1.41, 0.52], [0.63, 0.22, 0.29], [-0.24, -1.03, -0.07], [0.67, 1.55, 0.29], [-0.04, 0.34, 0.05], [0.22, 0.28, 0.06], [-0.09, 0.14, -0.05], [0.01, -0.33, 0.14], [-0.15, -0.44, 0.03], [-0.10, 0.47, 0.48], [-0.25, -0.30, 0.24], [-0.28, -0.13, -0.10], [0.17, 0.02, 0.09], [-0.38, 0.19, -0.17], [0.35, -0.14, 0.32], [0.21, -0.26, -0.09], [-0.32, 0.69, 0.15], [-0.07, -0.13, -0.02], [0.01, 0.06, -0.05], [0.68, -1.54, -0.54], [-0.72, 0.03, -0.24], [-0.48, 0.26, -0.42], [0.47, 0.22, 1.34], [0.26, 0.71, 0.61], [-0.01, -0.32, -0.12], [-0.06, 0.16, -0.21], [-0.18, 0.03, 0.18], [0.07, -0.30, -0.13], [0.16, 0.10, 0.16], [-0.09, 0.15, -0.19], [0.01, -0.27, -0.16], [-0.20, 0.07, 0.12], [0.17, 0.13, 0.10], [-0.20, -0.09, -0.16], [-0.11, 0.01, 0.05], [0.06, 0.21, 0.20]],
  "total_charge": 1,
  "lumo_ha": -0.231,
  "homo_ha": -0.426,
  "gap_ev": 5.3,
  "energy_ev": -52730.077,
  "multiplicity": 1,
  "max_force_ev_per_a": 1.9
}

***

Record 2
{
  "formula": "C22H21InN3O4",
  "method": "ωB97M-V with the def2-TZVPD basis set",
  "symbols": ["In", "O", "C", "C", "C", "C", "C", "C", "C", "O", "N", "O", "O", "H", "H", "H", "H", "C", "C", "C", "C", "C", "C", "C", "C", "C", "C", "N", "C", "C", "C", "C", "C", "N", "H", "H", "H", "H", "H", "H", "H", "H", "H", "H", "H", "H", "H", "H", "H", "H", "H"],
  "xyz": [[0.1801, -1.0826, -0.2032], [-0.2588, 0.1691, 1.3863], [0.0873, -0.0587, 2.5826], [0.7860, -1.1605, 3.1098], [1.0077, -1.1265, 4.5123], [1.6961, -2.1278, 5.1118], [2.2114, -3.2066, 4.3698], [2.0152, -3.2631, 3.0196], [1.2937, -2.2545, 2.3417], [1.1443, -2.3817, 1.0554], [1.9189, -2.0817, 6.5659], [2.6189, -2.9489, 7.0392], [1.4687, -1.1285, 7.1637], [-0.2100, 0.7213, 3.2885], [0.6295, -0.3059, 5.1084], [2.7609, -3.9791, 4.8897], [2.3997, -4.0829, 2.4289], [3.9892, -2.5196, -1.6821], [3.7492, -1.1221, -1.1096], [3.3416, -0.1163, -2.1552], [4.2842, 0.7533, -2.6896], [3.9335, 1.6652, -3.6709], [2.6240, 1.7333, -4.1165], [1.6455, 0.8840, -3.6114], [0.2041, 1.0835, -4.0162], [-0.5768, 1.8569, -2.9531], [2.0358, -0.0521, -2.6480], [1.0504, -0.9515, -2.1172], [0.4236, -1.7922, -2.9053], [-0.7327, -2.4633, -2.4817], [-1.4869, -3.4872, -3.0583], [-2.5277, -3.7620, -2.1774], [-2.3810, -2.8958, -1.0945], [-1.3125, -2.0985, -1.2686], [4.3861, -3.1901, -0.9203], [4.7039, -2.4776, -2.5040], [3.0664, -2.9588, -2.0649], [4.6541, -0.7626, -0.6179], [2.9970, -1.1888, -0.3158], [5.3045, 0.7100, -2.3285], [4.6796, 2.3319, -4.0817], [2.3459, 2.4638, -4.8660], [-0.3046, 0.1397, -4.2209], [0.1841, 1.6350, -4.9564], [-0.6393, 1.2915, -2.0169], [-1.5966, 2.0558, -3.2802], [-0.0931, 2.8075, -2.7287], [0.8156, -1.9457, -3.9079], [-1.2912, -3.9597, -4.0079], [-3.3169, -4.4831, -2.3059], [-3.0214, -2.7932, -0.2322]],
  "forces_ev_per_angstrom": [[-0.18, -0.39, -0.04], [0.10, 0.07, -0.05], [-0.11, 0.10, -0.08], [0.07, 0.06, 0.08], [-0.05, 0.03, -0.01], [-0.14, -0.16, -0.04], [-0.03, 0.03, 0.05], [-0.02, -0.02, -0.05], [0.11, -0.14, 0.02], [-0.07, 0.22, 0.02], [0.62, 0.42, -0.13], [-0.20, -0.18, 0.06], [-0.23, -0.12, 0.06], [0.00, -0.03, 0.03], [0.00, 0.00, 0.00], [0.00, 0.00, 0.00], [0.00, 0.00, 0.01], [-0.01, -0.01, -0.01], [0.00, -0.01, 0.01], [-0.04, -0.03, -0.02], [-0.01, 0.02, 0.02], [0.00, 0.00, 0.00], [0.00, -0.01, -0.03], [-0.01, 0.03, 0.03], [-0.02, -0.02, -0.03], [-0.01, -0.02, 0.01], [0.13, -0.05, 0.05], [-0.03, 0.14, 0.01], [0.10, 0.11, -0.02], [-0.13, -0.01, 0.02], [-0.01, 0.03, -0.07], [-0.02, 0.06, 0.01], [-0.05, 0.00, 0.00], [0.20, -0.10, 0.07], [-0.01, 0.00, 0.01], [0.01, 0.00, 0.01], [0.00, 0.01, -0.02], [0.02, -0.01, -0.05], [-0.02, 0.00, 0.03], [0.00, 0.00, 0.00], [0.00, 0.00, 0.00], [0.00, 0.00, 0.00], [0.02, 0.01, -0.01], [0.00, 0.03, 0.02], [0.00, 0.01, 0.00], [0.00, 0.00, 0.00], [0.00, 0.00, -0.01], [-0.03, -0.02, 0.00], [0.01, 0.00, 0.00], [0.00, -0.01, 0.00], [0.04, -0.03, 0.03]],
  "total_charge": 1,
  "lumo_ha": -0.159,
  "homo_ha": -0.429,
  "gap_ev": 7.3,
  "energy_ev": -40980.883,
  "multiplicity": 1,
  "max_force_ev_per_a": 0.8
}

***

Record 3
{
  "formula": "C22H21N2O9S2",
  "method": "ωB97M-V with the def2-TZVPD basis set",
  "symbols": ["C", "O", "C", "C", "C", "C", "C", "C", "C", "O", "N", "C", "C", "O", "N", "C", "C", "O", "C", "C", "H", "H", "H", "H", "H", "H", "H", "H", "H", "H", "H", "H", "H", "H", "C", "O", "C", "S", "O", "O", "C", "C", "C", "C", "C", "C", "S", "O", "O", "H", "H", "H", "H", "H", "H", "H"],
  "xyz": [[2.8606, -2.7513, 5.9119], [3.7174, -1.9529, 5.0709], [3.2656, -1.5580, 3.8515], [4.2030, -0.8688, 3.0462], [3.7711, -0.2487, 1.9050], [2.4116, -0.2595, 1.5395], [2.0258, 0.6949, 0.4930], [1.7332, 1.9933, 0.7817], [2.0936, 2.9795, -0.2325], [2.8673, 2.7496, -1.1654], [1.5249, 4.2430, -0.0754], [1.9192, 5.2352, -1.0424], [0.8776, 4.6887, 1.0870], [0.5183, 5.8533, 1.2349], [0.6459, 3.7325, 2.0830], [-0.0004, 4.2670, 3.2611], [1.1314, 2.4174, 2.0547], [0.9918, 1.7119, 3.0545], [1.5218, -1.0779, 2.2527], [1.9265, -1.7038, 3.4184], [3.5265, -3.1425, 6.6841], [2.0795, -2.1197, 6.3631], [2.4040, -3.5814, 5.3482], [5.2355, -0.8308, 3.3863], [4.4637, 0.3342, 1.2953], [2.3251, 0.4516, -0.5245], [1.4036, 6.1496, -0.7788], [3.0009, 5.3818, -1.0076], [1.6470, 4.8887, -2.0396], [-0.0717, 3.4896, 4.0131], [0.5662, 5.1201, 3.6439], [-0.9947, 4.6258, 2.9881], [0.4977, -1.1754, 1.8984], [1.2021, -2.2618, 4.0135], [-1.7339, 0.8250, 0.1670], [-0.3500, 0.3319, -0.0167], [0.2444, -0.0665, -1.1276], [0.8451, -1.7274, -1.2670], [2.2984, -1.6930, -1.2630], [0.1164, -2.5963, -0.3638], [0.2759, -2.0453, -2.9363], [-0.1857, -0.9427, -3.6397], [-0.6939, -1.0997, -4.9356], [-0.7357, -2.3751, -5.5101], [-0.2668, -3.4821, -4.7924], [0.2359, -3.3177, -3.5025], [-0.1199, 0.6076, -2.7225], [-1.4550, 1.1706, -2.7294], [1.0183, 1.3815, -3.1649], [-1.8063, 0.9441, 1.2507], [-1.8462, 1.7699, -0.3581], [-2.4054, 0.0423, -0.2000], [-1.0616, -0.2327, -5.4825], [-1.1365, -2.5071, -6.5155], [-0.3038, -4.4809, -5.2260], [0.5848, -4.1651, -2.9181]],
  "forces_ev_per_angstrom": [[0.39, 0.50, -0.63], [-0.10, -0.90, 0.68], [-0.72, 0.64, -0.74], [-0.53, -0.91, 1.04], [-0.59, 0.62, -0.69], [-0.65, -1.17, 0.82], [1.86, 0.86, -0.16], [0.05, -0.38, 0.16], [0.42, -0.56, -0.99], [-1.07, 0.63, 1.20], [-0.07, 0.22, 0.76], [0.05, 0.30, -0.33], [-0.10, -0.14, -0.25], [0.32, -1.00, -0.14], [0.44, 0.73, -0.81], [-0.23, 0.18, 0.30], [-0.09, -0.86, 0.84], [0.08, 0.75, -1.02], [0.34, 0.59, -0.56], [1.01, -0.19, 0.51], [-0.22, 0.03, -0.05], [0.14, -0.24, -0.14], [0.15, 0.26, 0.20], [-0.18, 0.06, -0.12], [-0.13, -0.14, 0.18], [0.36, 0.41, 0.38], [0.01, 0.14, -0.17], [-0.06, 0.03, -0.06], [0.04, 0.09, 0.06], [0.06, -0.09, -0.08], [-0.07, -0.14, 0.01], [0.05, -0.02, 0.11], [0.20, 0.13, 0.16], [0.24, 0.16, -0.20], [1.28, -1.37, -0.55], [-2.25, 1.48, 2.90], [0.35, -1.50, -3.26], [-1.15, 2.32, 0.07], [-0.53, -0.95, -0.21], [0.53, -0.35, -0.01], [0.17, -0.43, -0.40], [0.04, -0.17, -0.45], [0.16, -0.03, 0.21], [0.15, 0.09, 0.31], [-0.07, 0.19, 0.10], [0.08, 0.16, -0.01], [0.90, -1.13, 2.13], [0.08, 0.46, -0.36], [-0.70, 0.10, -0.89], [-0.07, -0.01, -0.20], [-0.19, -0.08, -0.01], [-0.28, 0.37, 0.02], [0.08, -0.17, 0.14], [0.09, 0.06, 0.27], [-0.03, 0.25, 0.05], [-0.04, 0.09, -0.13]],
  "total_charge": -1,
  "lumo_ha": 0.101,
  "homo_ha": -0.135,
  "gap_ev": 6.4,
  "energy_ev": -66231.151,
  "multiplicity": 1,
  "relative_energy_kcal_mol": 0.0,
  "max_force_ev_per_a": 4.0
}

***

Record 4
{
  "formula": "C22H21N3O4",
  "method": "ωB97M-V with the def2-TZVPD basis set",
  "symbols": ["C", "O", "C", "C", "C", "C", "C", "C", "O", "C", "C", "C", "C", "C", "C", "C", "C", "C", "C", "C", "C", "N", "O", "O", "C", "N", "N", "C", "C", "H", "H", "H", "H", "H", "H", "H", "H", "H", "H", "H", "H", "H", "H", "H", "H", "H", "H", "H", "H", "H"],
  "xyz": [[-4.3442, 1.9042, -3.5258], [-3.3912, 2.5884, -2.7299], [-2.8873, 1.9824, -1.5779], [-3.3085, 0.6996, -1.1568], [-2.8233, 0.1114, 0.0071], [-1.8459, 0.7959, 0.7692], [-1.4558, 2.0841, 0.3709], [-1.9397, 2.6601, -0.7503], [-1.4048, 3.9039, -1.1179], [-0.4372, 3.8608, -2.1692], [-1.3260, 0.2089, 2.0895], [0.1940, 0.2562, 2.1489], [0.8614, 0.9961, 3.1465], [2.2444, 0.9014, 3.2635], [2.9327, 0.0648, 2.3754], [2.2328, -0.6645, 1.3906], [2.9026, -1.4681, 0.3928], [2.2423, -1.8330, -0.7826], [2.8181, -2.6027, -1.7608], [4.1704, -3.0409, -1.5879], [4.8774, -2.7165, -0.3976], [6.2259, -3.1264, -0.2443], [6.8048, -2.8341, 0.7893], [6.7778, -3.7380, -1.1422], [4.2315, -1.9029, 0.5504], [0.9032, -0.5151, 1.2984], [-1.8108, -1.2030, 2.2759], [-3.2460, -1.4311, 1.9253], [-3.4014, -1.1937, 0.4428], [-4.7795, 2.5130, -4.2985], [-3.8914, 1.0514, -4.0352], [-5.1730, 1.4873, -2.9586], [-4.0162, 0.1730, -1.7936], [-0.7035, 2.6176, 0.9274], [0.3937, 3.2035, -1.8961], [-0.8335, 3.4569, -3.0813], [-0.0549, 4.8442, -2.4041], [-1.7150, 0.8058, 2.9278], [0.3104, 1.5606, 3.8776], [2.7638, 1.3984, 4.0597], [4.0242, 0.0204, 2.4603], [1.1979, -1.6288, -0.9525], [2.2598, -2.7895, -2.6491], [4.6657, -3.5300, -2.4166], [4.7888, -1.6477, 1.4676], [-1.1885, -1.8317, 1.7418], [-3.8871, -0.7090, 2.4405], [-3.5515, -2.4702, 2.1445], [-4.4787, -1.2773, 0.2388], [-2.9286, -1.9962, -0.0935]],
  "forces_ev_per_angstrom": [[0.21, -1.24, 0.34], [0.53, 0.26, 0.78], [-0.58, -0.71, 0.07], [0.34, 1.32, -0.82], [0.61, 0.95, 0.49], [-0.96, -0.05, -0.03], [0.17, -1.45, 0.82], [-0.17, 1.11, -2.62], [-0.44, -0.14, -0.07], [0.15, -0.79, 0.32], [-0.68, -0.99, -0.81], [1.45, -0.46, 0.54], [-0.11, -0.58, -0.32], [-0.38, -1.03, -1.04], [0.26, 0.20, 0.23], [-0.82, 2.24, 1.64], [1.25, -1.17, -1.12], [-0.71, -0.49, 0.09], [2.70, -0.21, 0.96], [-0.63, 0.71, 0.15], [-3.38, 0.91, -1.56], [2.03, -0.39, 0.43], [-0.38, 0.18, 0.19], [-0.55, 0.01, -0.24], [0.44, -0.18, 0.75], [-0.84, -0.18, 0.13], [0.37, 0.16, 0.45], [1.52, 0.29, -0.49], [-0.89, -0.27, 0.19], [0.28, 0.86, 0.00], [0.25, -0.09, -0.01], [-0.12, 0.18, 0.39], [0.08, -0.03, 0.35], [0.13, 0.17, 0.14], [0.11, 0.11, 0.20], [-0.59, -0.24, -0.51], [-0.15, 0.37, 0.42], [0.09, -0.11, -0.18], [-0.25, 0.21, 0.02], [0.19, 0.27, 0.11], [-0.49, -0.11, -0.10], [-0.13, 0.63, 0.39], [-0.05, -0.37, -0.52], [0.09, -0.24, 0.29], [-0.34, -0.22, -0.65], [-0.59, 0.51, 0.28], [0.22, -0.22, 0.36], [0.27, 0.56, 0.32], [0.18, 0.30, -0.42], [0.31, -0.56, -0.34]],
  "total_charge": 0,
  "lumo_ha": -0.027,
  "homo_ha": -0.305,
  "gap_ev": 7.6,
  "energy_ev": -35811.124,
  "multiplicity": 1,
  "smiles": "COc1cc2c(cc1OC)[C@H](c1cccc(-c3cccc([N+](=O)[O-])c3)n1)NCC2",
  "relative_energy_kcal_mol": 109.4,
  "max_force_ev_per_a": 3.8
}

***

Question: multiplicity of number 2 (C22H21InN3O4)?
Answer: 1

***

Question: What is the multiplicity in the second record?
Answer: 1